Record 1
{"formula": "C31H26N2O2S", "method": "wB97M-V/def2-TZVPD", "elements": ["C", "C", "C", "C", "C", "C", "N", "S", "C", "C", "C", "C", "C", "C", "O", "O", "C", "C", "H", "H", "H", "H", "H", "H", "H", "H", "H", "H", "C", "C", "N", "C", "C", "C", "C", "C", "C", "C", "C", "C", "C", "C", "C", "C", "C", "C", "H", "H", "H", "H", "H", "H", "H", "H", "H", "H", "H", "H", "H", "H", "H", "H"], "positions_angstrom": [[4.467, 2.582, -1.602], [4.385, 2.460, -0.216], [3.541, 1.502, 0.356], [2.726, 0.677, -0.450], [1.767, -0.238, 0.199], [2.102, -0.547, 1.546], [2.364, -0.802, 2.659], [1.551, -1.818, -0.725], [1.777, -3.180, 0.432], [2.927, -3.980, 0.383], [3.042, -5.065, 1.256], [2.012, -5.371, 2.148], [0.854, -4.592, 2.157], [0.718, -3.522, 1.271], [0.182, -1.850, -1.191], [2.680, -1.910, -1.607], [2.853, 0.786, -1.858], [3.702, 1.737, -2.419], [5.127, 3.328, -2.041], [4.997, 3.071, 0.455], [3.525, 1.357, 1.445], [3.717, -3.746, -0.332], [3.942, -5.676, 1.233], [2.110, -6.214, 2.830], [0.038, -4.809, 2.845], [-0.212, -2.950, 1.227], [2.306, 0.124, -2.531], [3.795, 1.789, -3.507], [1.005, 3.570, -0.944], [-0.073, 2.729, -1.486], [-0.765, 3.124, -2.575], [-1.820, 2.251, -2.837], [-1.793, 1.230, -1.851], [-2.842, 0.307, -1.782], [-3.921, 0.453, -2.663], [-3.948, 1.497, -3.614], [-2.894, 2.418, -3.693], [-0.644, 1.523, -0.979], [-0.312, 0.912, 0.253], [-1.370, 0.406, 1.133], [-2.630, 1.055, 1.121], [-3.676, 0.631, 1.923], [-3.489, -0.443, 2.796], [-4.625, -0.956, 3.613], [-2.228, -1.030, 2.900], [-1.170, -0.580, 2.125], [1.232, 3.247, 0.077], [1.924, 3.511, -1.547], [0.673, 4.623, -0.916], [-0.576, 3.982, -3.081], [-2.817, -0.478, -1.019], [-4.754, -0.247, -2.603], [-4.794, 1.566, -4.300], [-2.864, 3.242, -4.410], [0.601, 1.320, 0.725], [-2.793, 1.907, 0.455], [-4.634, 1.149, 1.879], [-4.298, -1.775, 4.259], [-5.057, -0.166, 4.240], [-5.433, -1.326, 2.970], [-2.041, -1.818, 3.620], [-0.173, -0.977, 2.249]], "atomic_forces_ev_per_a": [[-0.172, 0.005, -0.034], [-0.176, -0.423, 0.279], [-0.053, 0.077, -0.206], [0.286, 0.442, -0.236], [0.063, -1.695, -0.664], [0.285, -0.317, 2.037], [-0.479, 0.521, -1.777], [-0.096, 0.178, 1.006], [-0.374, -0.513, -0.046], [-0.074, 0.386, 0.123], [-0.154, 0.107, -0.109], [-0.009, 0.348, -0.142], [-0.069, 0.122, -0.189], [0.085, 0.011, 0.141], [0.445, -0.148, -0.115], [-0.036, -0.401, -0.767], [-0.238, 0.411, 0.043], [0.170, -0.096, 0.326], [-0.116, -0.192, 0.050], [-0.176, -0.129, -0.371], [-0.010, 0.206, -0.515], [-0.245, -0.019, 0.268], [-0.201, 0.122, -0.023], [-0.008, 0.179, -0.132], [0.212, -0.064, -0.182], [0.321, -0.182, 0.057], [0.079, 0.325, 0.359], [-0.040, 0.042, 0.357], [0.285, 0.451, 0.289], [-0.386, -1.183, 0.172], [0.042, -0.060, -0.167], [-0.493, -0.433, 1.042], [0.339, 0.557, -0.192], [-0.215, -0.048, -0.330], [0.554, 0.187, 0.077], [0.427, -0.015, 0.134], [-0.263, -0.264, -0.498], [-0.081, 0.414, -0.779], [1.923, 1.526, 0.460], [-0.597, -0.491, 1.093], [0.295, 0.023, -0.451], [0.466, -0.084, 0.132], [0.097, -0.091, -0.088], [-0.431, -0.129, 0.279], [0.176, 0.456, -0.148], [-0.098, 0.547, -0.909], [0.112, 0.182, -0.257], [-0.248, -0.032, 0.220], [0.166, -0.347, 0.014], [-0.086, -0.337, 0.178], [-0.108, 0.277, -0.467], [0.195, 0.172, -0.070], [0.255, 0.092, 0.232], [-0.302, -0.292, 0.130], [-1.425, 0.367, 0.038], [0.110, -0.389, 0.223], [0.191, -0.152, 0.016], [-0.130, 0.119, -0.046], [0.093, -0.137, -0.058], [0.128, 0.012, 0.106], [-0.133, -0.001, 0.016], [-0.078, -0.199, 0.069]], "relative_energy_kcal_mol": 7.0, "spin_multiplicity": 1, "mol_weight_g_mol": 490.628}

Record 2
{"formula": "C31H26N5O13", "method": "wB97M-V/def2-TZVPD", "elements": ["C", "O", "O", "O", "H", "C", "C", "C", "C", "C", "C", "N", "O", "O", "H", "H", "H", "H", "H", "C", "C", "C", "C", "C", "C", "N", "O", "O", "H", "H", "H", "H", "H", "C", "C", "C", "C", "C", "C", "N", "O", "O", "H", "H", "H", "H", "H", "C", "C", "C", "C", "C", "C", "N", "O", "O", "H", "H", "H", "H", "H", "C", "C", "C", "C", "C", "C", "N", "O", "O", "H", "H", "H", "H", "H"], "positions_angstrom": [[0.907, -2.276, 0.825], [-0.124, -1.894, 0.231], [0.714, -3.406, 1.525], [1.917, -1.696, 0.933], [-0.072, -3.792, 1.452], [1.035, -1.788, -4.325], [0.584, -2.425, -2.959], [-0.645, -3.268, -3.023], [-1.083, -3.835, -4.411], [-0.566, -3.129, -5.651], [0.567, -2.061, -5.576], [-2.117, -4.841, -4.524], [-2.832, -5.169, -3.548], [-2.207, -5.400, -5.589], [2.019, -1.142, -4.179], [0.811, -2.174, -1.967], [-0.972, -3.655, -2.025], [-0.845, -3.414, -6.607], [1.151, -1.739, -6.301], [1.752, 2.146, 3.518], [0.996, 2.773, 4.761], [-0.333, 2.191, 5.079], [-0.775, 0.836, 4.332], [0.185, 0.191, 3.354], [1.424, 1.000, 2.935], [-1.921, 0.086, 4.843], [-2.639, 0.557, 5.782], [-2.429, -0.897, 4.217], [2.643, 2.641, 3.238], [1.343, 3.461, 5.293], [-1.171, 2.404, 5.904], [-0.064, -0.765, 2.903], [1.889, 0.649, 1.969], [0.240, 1.530, -0.405], [-0.745, 1.429, -1.608], [-1.321, 2.770, -2.038], [-0.928, 4.102, -1.382], [-0.185, 4.031, -0.096], [0.471, 2.778, 0.205], [-1.603, 5.385, -1.855], [-2.112, 5.374, -3.017], [-1.315, 6.479, -1.158], [0.858, 0.539, -0.006], [-0.867, 0.529, -2.104], [-2.071, 2.881, -2.745], [-0.070, 4.982, 0.401], [1.138, 2.958, 1.034], [-4.776, -3.300, -0.010], [-3.567, -2.457, 0.020], [-3.348, -1.443, -1.164], [-4.408, -1.401, -2.324], [-5.591, -2.327, -2.269], [-5.787, -3.223, -1.037], [-4.249, -0.426, -3.429], [-3.347, 0.468, -3.235], [-5.128, -0.455, -4.331], [-5.041, -3.910, 0.734], [-2.679, -2.538, 0.523], [-2.225, -1.012, -0.997], [-6.376, -2.297, -3.009], [-6.606, -3.957, -0.916], [5.969, 0.447, 3.900], [5.208, -0.198, 2.679], [4.693, 0.700, 1.667], [4.918, 2.186, 1.709], [5.536, 2.863, 2.868], [6.251, 1.796, 3.884], [4.347, 3.066, 0.687], [4.236, 2.528, -0.456], [3.771, 3.953, 0.996], [6.246, -0.272, 4.304], [5.280, -1.272, 2.686], [3.983, 0.179, 0.929], [5.516, 4.014, 3.109], [6.565, 2.345, 4.823]], "atomic_forces_ev_per_a": [[-5.274, -0.646, -0.463], [-1.552, 0.406, -1.528], [6.315, -0.028, 2.276], [5.637, 2.351, 0.627], [-5.183, -1.779, -1.024], [2.175, -0.260, 4.858], [-4.866, -1.062, -5.832], [3.060, -0.209, -2.326], [2.715, 5.315, 0.320], [2.086, 0.669, 4.826], [-5.168, -4.908, 5.265], [-1.133, -1.017, 1.572], [1.572, 1.238, -1.163], [-0.017, -0.120, -0.952], [-2.282, -1.193, -0.579], [1.032, 0.823, 1.058], [-0.170, 0.205, -1.336], [-0.837, -0.773, -1.469], [1.722, 1.449, -4.038], [-1.750, 2.224, 4.675], [-6.251, -9.815, -6.557], [0.591, -2.486, -1.064], [5.322, 0.901, -0.819], [-1.124, 4.044, 2.271], [-3.579, -3.247, -1.136], [-4.972, -0.643, -0.307], [2.808, -0.193, -1.342], [2.828, 1.955, 0.870], [0.735, 0.617, -0.354], [2.978, 6.016, 4.095], [2.497, 0.128, -1.793], [0.124, 0.153, -0.008], [-0.208, 0.131, 1.544], [-0.636, -1.305, -1.977], [2.046, 6.983, 3.619], [3.399, -0.290, 3.598], [-0.756, -3.750, 2.125], [-1.102, -1.143, -4.629], [-1.355, 1.532, -0.184], [2.181, 2.176, -0.681], [1.023, 0.287, 3.945], [-1.765, -4.360, -2.766], [-1.963, 2.580, -1.278], [-0.649, -1.439, -0.877], [-1.047, -0.280, -1.599], [0.394, -0.222, 0.404], [0.209, -0.873, 0.170], [1.366, 4.472, -4.015], [-4.042, 1.815, -6.797], [-1.070, -2.991, 1.156], [0.631, -2.432, 3.708], [2.255, 0.096, 3.670], [2.816, 2.058, -1.764], [-0.283, 1.761, 0.718], [-2.815, -2.791, -1.484], [2.739, 0.360, 1.760], [-0.360, -2.449, 3.020], [1.641, -0.439, 2.053], [-3.131, -0.492, -1.220], [0.233, 0.105, -0.196], [0.321, 0.882, -0.565], [-6.049, 10.206, -12.106], [1.329, 5.702, 0.850], [0.180, -1.205, 0.980], [1.953, -0.581, 4.219], [0.459, -4.293, -0.181], [-3.092, 3.405, 0.085], [2.322, -11.158, -4.890], [1.224, 0.817, 1.213], [-4.722, 9.987, 3.390], [5.242, -10.572, 8.326], [-0.884, -0.126, -0.475], [1.400, 1.334, 0.621], [0.262, -2.658, -0.857], [0.269, -0.956, -1.255]], "total_charge": -1, "relative_energy_kcal_mol": 42.2, "spin_multiplicity": 1, "mol_weight_g_mol": 676.571}

HOMO-LUMO gap, record by record: 6.51, 6.99 eV
E, record by record: -1854.990559, -2447.778506 a.u.
F_max, record by record: 2.50, 16.95 eV/Å